A | # C22H24N4O2S

One molecule with the formula C22H24N4O2S (ωB97M-V/def2-TZVPD, OMol25).

Atoms and positions in Å:
C 1.20 -0.93 -1.30
H -5.53 0.62 2.42
O -0.44 0.73 0.12
C -4.25 0.24 0.75
C -3.38 0.72 -0.24
N -0.30 2.59 1.26
C 4.10 0.54 0.24
C 3.82 -1.86 0.10
N 0.46 1.67 1.89
H 1.20 -2.72 -0.05
H -5.15 -1.49 1.60
C 4.80 -2.04 1.05
C 0.35 0.58 1.20
H 1.96 0.76 -2.93
C 0.73 -1.75 -0.10
O 0.45 -0.76 -2.24
H 2.91 2.88 -1.97
C -0.81 2.03 0.21
H -3.66 -4.06 -0.67
C 5.08 0.33 1.19
H 6.19 -1.07 2.36
H -1.59 2.22 -1.75
C -1.82 2.56 -0.74
C -4.90 1.18 1.73
C 2.73 2.01 -1.32
N -3.14 2.10 -0.35
H -4.15 1.72 2.31
H -5.53 1.90 1.21
H -5.25 -3.69 0.00
H 3.71 0.57 -2.62
C 5.42 -0.94 1.61
C -3.90 -2.03 -0.04
H 3.50 2.55 0.62
H 5.09 -3.04 1.34
H -0.35 -1.88 -0.21
C -4.18 -3.50 0.09
C -2.81 -0.18 -1.13
S 1.05 -0.97 1.52
H -3.49 2.61 0.45
H -1.81 3.65 -0.71
H 5.59 1.19 1.61
H 1.75 2.14 -0.87
H 4.74 2.36 -0.61
C 3.81 1.94 -0.23
N 2.44 -0.38 -1.26
H -3.86 -3.86 1.07
H -2.14 0.15 -1.91
C -3.06 -1.54 -1.03
C 2.73 0.73 -2.15
H 3.35 -2.71 -0.37
H -2.59 -2.21 -1.73
C 3.43 -0.57 -0.28
C -4.49 -1.12 0.83

## Properties
Kohn-Sham gap: 0.3067 hartree
lowest unoccupied orbital energy: 0.583 eV



B | # C22H24N4O2S

One molecule with the formula C22H24N4O2S (ωB97M-V/def2-TZVPD, OMol25).

Atoms and positions in Å:
H 3.69 -1.12 -2.00
H 2.59 -0.85 -3.37
C -1.40 -1.00 -0.52
C -2.71 1.81 1.30
H -2.48 3.68 0.30
H -0.73 -2.39 -1.99
C -2.22 -0.36 2.22
H -3.01 3.35 2.74
C 2.39 -2.37 0.32
H 2.67 -3.16 1.02
S -0.37 -0.22 -2.95
H 1.82 -4.97 -0.23
H -4.17 0.58 -0.87
H 4.90 1.78 1.57
H -3.17 2.66 -1.99
C -2.41 0.46 1.11
C -2.56 1.49 3.69
C 1.98 -2.46 -2.13
H -2.61 1.90 4.69
O 1.56 -3.04 -3.12
C 2.88 2.50 1.54
C 1.19 -4.22 -0.70
C 3.93 1.70 1.09
H 0.81 3.07 1.29
C -3.02 2.74 0.16
H -1.60 2.15 -1.34
N 0.35 1.32 -0.87
C 2.64 -1.08 -2.30
C 0.70 0.39 -1.70
C -3.12 0.66 -1.17
H 0.86 -4.58 -1.67
H -3.01 0.24 -2.17
C -2.68 2.12 -1.18
O -0.64 -1.50 0.30
N 1.99 -0.03 -1.55
H 4.60 0.20 -0.29
C 3.77 0.80 0.05
H -4.09 2.98 0.20
H -2.25 -1.61 -2.46
N 1.93 -2.99 -0.90
C 1.45 1.56 -0.10
H 3.06 3.18 2.36
H 3.25 -1.74 0.14
H -2.13 -0.51 4.34
H -2.01 -1.41 2.07
C -1.30 -1.46 -1.96
C -2.78 2.30 2.60
C -2.29 0.15 3.50
H 0.32 -4.02 -0.06
C 2.51 0.72 -0.53
N -2.32 -0.07 -0.20
C 1.63 2.45 0.96
H 1.59 -1.78 0.77

## Properties
Kohn-Sham gap: 0.3295 hartree
lowest unoccupied orbital energy: 0.553 eV



Verdict on stability: B comes out on top.



A | # C2H4O2Si

C2H4O2Si as an isolated structure (ωB97M-V/def2-TZVPD, OMol25).

Atoms and positions in Å:
C 1.67 0.36 0.29
O 2.74 0.15 -0.23
H -1.22 0.09 1.45
H 1.50 1.20 0.98
H -0.54 -2.29 -0.37
Si -0.33 -0.79 -0.73
H -0.22 -0.08 -1.91
O -2.16 1.15 0.11
C -1.43 0.21 0.39

## Properties
Kohn-Sham gap: 0.3112 hartree
lowest unoccupied orbital energy: -0.229 eV



B | # C2H4O2Si

A 2-piece molecular cluster, C2H4O2Si overall (ωB97M-V/def2-TZVPD, OMol25).

Atoms and positions in Å:
C -0.45 -1.82 -1.06
C 0.42 -0.77 -1.10
O -1.48 -0.18 1.58
H 0.39 2.20 0.62
Si -0.76 -0.59 0.31
H 1.08 -0.16 -1.79
O 0.82 1.66 1.22
H -0.76 -2.48 -1.79
H 0.74 2.14 2.00

## Properties
Kohn-Sham gap: 0.3441 hartree
lowest unoccupied orbital energy: 0.043 eV



Verdict on stability: B comes out on top.



A | # C4H16N2O2

A 3-piece molecular cluster, C4H16N2O2 overall (ωB97M-V/def2-TZVPD, OMol25).

Atoms and positions in Å:
H -1.58 -2.17 -2.66
O -1.73 -0.11 2.12
N -0.41 0.61 -1.00
H 0.38 1.12 1.23
H -2.06 0.24 1.30
C -0.49 -0.38 -2.10
C 0.96 1.11 -0.74
H 1.59 0.45 -1.36
N 2.41 1.64 1.38
C -1.69 -1.25 -2.06
H 0.54 -0.88 -1.95
H -1.07 1.36 -1.13
H 2.26 2.62 1.32
C 1.27 0.84 0.75
H 1.04 2.22 -0.85
H -0.32 -1.36 0.93
O 0.23 -2.12 1.11
H -2.52 -0.50 2.45
H -1.83 -1.50 -1.00
H 1.44 -0.24 0.86
H -2.57 -0.85 -2.43
H 0.93 -2.07 0.47
H 2.35 1.58 2.41
H -0.48 0.05 -3.11

## Properties
Kohn-Sham gap: 0.3608 hartree
lowest unoccupied orbital energy: 0.703 eV



B | # C4H16N2O2

A 3-piece molecular cluster, C4H16N2O2 overall (ωB97M-V/def2-TZVPD, OMol25).

Atoms and positions in Å:
H -0.37 1.69 2.29
H 0.13 -5.31 1.75
O 4.14 -2.01 -1.71
H -1.42 3.55 -0.84
C -1.00 0.75 1.94
H 1.03 2.10 -1.83
N -1.31 1.55 -0.39
H 0.57 0.68 0.41
C -1.05 -0.91 -0.11
N 0.26 2.67 -1.76
H -0.78 -1.15 -1.27
H -0.48 -0.14 2.46
H 3.52 -1.19 -1.92
H -0.33 2.42 -2.53
H -2.12 1.33 -0.86
H -0.02 3.18 0.26
O 0.61 -4.52 1.85
H 3.74 -2.26 -0.84
H -1.98 0.71 2.05
H -2.03 -0.63 -0.42
C -0.55 2.70 -0.56
C -0.69 0.50 0.41
H 0.85 -4.14 1.01
H -0.71 -1.59 0.62

## Properties
Kohn-Sham gap: 0.3136 hartree
lowest unoccupied orbital energy: 0.204 eV



Verdict on stability: A comes out on top.



A | # Cl4N4

A 2-piece molecular cluster, Cl4N4 overall (ωB97M-V/def2-TZVPD, OMol25).

Atoms and positions in Å:
N -1.12 1.75 -0.36
Cl -2.44 -1.54 0.36
Cl -0.01 3.02 -0.19
N 2.13 -1.10 -0.07
Cl 3.60 -0.89 0.76
N -0.93 -0.46 0.23
N -0.91 0.63 -0.04
Cl 1.79 -2.75 -0.31

## Properties
Kohn-Sham gap (alpha / beta): 0.2829 / 0.2758 hartree
lowest unoccupied orbital energy (alpha / beta): -1.622 / -2.476 eV



B | # Cl4N4

A 2-piece molecular cluster, Cl4N4 overall (ωB97M-V/def2-TZVPD, OMol25).

Atoms and positions in Å:
Cl 0.18 2.04 -1.79
Cl -2.23 -0.95 -0.66
N -0.77 -0.71 1.36
Cl 1.46 0.15 2.24
Cl 1.71 -0.30 -2.17
N 1.22 0.95 -1.17
N -1.84 -1.09 1.07
N 0.27 -0.10 1.12

## Properties
Kohn-Sham gap (alpha / beta): 0.3103 / 0.2548 hartree
lowest unoccupied orbital energy (alpha / beta): -1.296 / -2.750 eV



Verdict on stability: B comes out on top.